Entry a
The following is a quantum chemistry calculation of an isolated molecule of C4H10N2O, from the OMol25 dataset.

Structure (XYZ):
```
17
Properties=species:S:1:pos:R:3:lowdin_charge:R:1
H -1.66 0.15 1.88 0.0361
C -1.50 -0.88 1.62 -0.0051
H -0.65 -2.33 0.39 0.1068
H 1.10 -0.50 -2.01 0.0766
H 0.37 1.05 1.11 0.1538
N -0.02 -0.49 -0.26 -0.1462
H 2.00 1.51 -0.44 0.0847
H 0.82 2.48 -1.07 0.0802
N 1.08 1.53 -0.85 0.0711
H 0.59 -2.10 -1.41 0.0838
O -1.16 1.49 -0.19 0.0070
H -1.17 2.40 0.12 0.0997
H -2.03 -1.61 2.21 0.0380
C 0.96 -1.11 -1.11 -0.0767
C -0.74 -1.28 0.61 -0.2015
H 1.93 -1.23 -0.61 0.0854
C 0.09 0.92 0.02 -0.4937
```

Values from the calculation:
Total charge: 0
Highest occupied orbital energy, eV: -7.8
SMILES: C=CN(C)[C@@H](N)O
Frontier orbital gap, Eh: 0.3131
Spin multiplicity: 1


Entry b
The following is a quantum chemistry calculation of an isolated molecule of C4H10N2O, from the OMol25 dataset.

Structure (XYZ):
```
17
Properties=species:S:1:pos:R:3:lowdin_charge:R:1
C -1.04 0.35 -1.63 -0.0430
H 0.92 0.16 2.36 0.1176
H 1.81 -0.97 1.31 0.1286
C 0.80 -0.58 1.55 -0.3269
N -1.03 -1.84 -0.16 0.0545
H -2.04 -1.79 -0.21 0.0231
C 0.36 0.24 0.33 -0.2313
H -0.62 -2.25 0.96 0.0941
H -1.59 -0.41 -2.20 0.0872
H -1.73 1.16 -1.37 0.0997
N -0.53 -0.27 -0.43 -0.0789
H 1.82 1.72 0.80 0.0828
H 1.64 1.44 -0.93 0.0930
H -0.23 0.75 -2.26 0.0921
O -0.05 -1.56 1.93 -0.2689
C 1.10 1.51 0.02 -0.0136
H 0.42 2.35 -0.06 0.0900
```

Values from the calculation:
Total charge: 0
Highest occupied orbital energy, eV: -7.6
Frontier orbital gap, Eh: 0.3024
Spin multiplicity: 1


Entry c
The following is a quantum chemistry calculation of an isolated molecule of C4H10N2O, from the OMol25 dataset.

Structure (XYZ):
```
17
Properties=species:S:1:pos:R:3:lowdin_charge:R:1
H -1.56 -0.99 -0.89 0.1075
C 0.42 1.09 0.81 -0.1718
H -3.31 0.86 -0.11 0.0618
N -2.98 0.03 0.38 -0.0153
H -0.25 0.88 -1.19 0.1146
H -1.37 1.78 -0.16 0.1062
C -1.63 -0.30 -0.03 -0.3270
C 1.65 -0.85 -0.32 -0.3962
H 2.44 0.72 0.56 0.1272
H -1.26 -0.99 0.75 0.1029
N 1.58 0.17 0.57 0.0199
O 2.42 -1.18 -1.19 0.0390
H 0.86 2.08 0.92 0.1151
H 0.65 -1.37 -0.30 0.1184
H -3.65 -0.65 0.04 0.0656
H 0.10 0.91 1.84 0.1118
C -0.71 0.91 -0.20 -0.1796
```

Values from the calculation:
Total charge: 0
Highest occupied orbital energy, eV: -9.6
SMILES: NCCCNC=O
Frontier orbital gap, Eh: 0.3864
Spin multiplicity: 1


Entry d
The following is a quantum chemistry calculation of an isolated molecule of C4H10N2O, from the OMol25 dataset.

Structure (XYZ):
```
17
Properties=species:S:1:pos:R:3:lowdin_charge:R:1
N 0.78 -1.38 -0.16 0.0244
H 0.00 1.11 2.00 0.1053
H 2.01 -1.10 2.47 0.0830
O -2.05 0.70 -2.52 0.0065
N 1.67 -0.12 2.61 0.0119
H -1.15 1.45 -0.10 0.1182
H -0.36 -0.49 2.04 0.1056
H 1.44 0.55 0.01 0.1448
C -0.97 0.46 -1.93 -0.2387
C 0.50 -0.01 0.26 -0.4251
H -0.05 -1.98 -0.25 0.0820
C -0.82 0.46 -0.42 -0.1379
C 0.47 0.16 1.78 -0.2703
H -1.59 -0.23 0.01 0.1374
H 0.04 0.33 -2.55 0.1489
H 2.43 0.34 2.18 0.0293
H 1.39 -1.52 -0.96 0.0746
```

Values from the calculation:
Total charge: 0
Highest occupied orbital energy, eV: -9.4
SMILES: NC[C@@H](N)CC=O
Frontier orbital gap, Eh: 0.3777
Spin multiplicity: 1


Which of them is the least stable? Correct choice: entry b.


Entry a
The following is a quantum chemistry calculation of a cluster of 2 separate species, C4H8N2 in total, from the OMol25 dataset.

Structure (XYZ):
```
14
Properties=species:S:1:pos:R:3:lowdin_charge:R:1
N -0.44 0.15 0.31 0.0317
H 2.15 -1.08 0.18 0.0694
H -0.36 -0.87 0.22 0.0386
H -2.31 0.84 -1.68 0.0684
C 2.14 0.01 0.12 -0.1174
C 0.89 0.59 0.76 -0.3245
H 3.04 0.37 0.64 0.0700
H 0.93 1.68 0.82 0.1009
H -1.81 -0.87 -2.00 0.0700
N -2.77 -0.80 1.04 0.1480
H 0.87 0.25 1.82 0.1281
C -2.60 -0.51 -0.07 -0.3665
C -1.93 -0.08 -1.24 0.0165
H 2.22 0.31 -0.92 0.0667
```

Values from the calculation:
Total charge: 0
Highest occupied orbital energy (spin up / spin down), eV: -9.5 / -9.0
Frontier orbital gap (spin up / spin down), Eh: 0.3233 / 0.3162
Spin multiplicity: 1


Entry b
The following is a quantum chemistry calculation of an isolated molecule of C4H8N2, from the OMol25 dataset.

Structure (XYZ):
```
14
Properties=species:S:1:pos:R:3:lowdin_charge:R:1
H -2.15 1.13 -0.23 0.0833
N -0.98 -1.29 -0.14 -0.0333
H -2.44 0.42 1.22 0.0833
C 1.76 -0.21 -0.41 -0.1068
N -1.73 0.87 0.66 0.0547
H -0.24 -0.29 1.44 0.1483
C 0.51 0.65 -0.34 -0.2215
C -0.61 -0.01 0.46 -0.4678
C -1.23 -2.44 -0.18 0.0163
H 2.53 0.26 -1.03 0.0721
H 1.54 -1.20 -0.83 0.0656
H 2.19 -0.36 0.59 0.0769
H 0.71 1.60 0.15 0.1142
H 0.14 0.87 -1.35 0.1149
```

Values from the calculation:
Total charge: 0
Highest occupied orbital energy, eV: -10.4
Frontier orbital gap, Eh: 0.4169
Spin multiplicity: 1


Entry c
The following is a quantum chemistry calculation of a cluster of 2 separate species, C4H8N2 in total, from the OMol25 dataset.

Structure (XYZ):
```
14
Properties=species:S:1:pos:R:3:lowdin_charge:R:1
H -4.54 0.23 0.33 0.0810
C 1.86 -0.94 0.23 -0.0450
N -2.50 0.42 0.17 0.0717
N -0.54 -0.95 -0.27 0.1969
H 0.50 1.63 -1.44 0.0987
C 0.44 1.16 -0.40 -0.1188
H 1.19 1.82 0.08 0.0697
C -3.51 -0.26 0.25 -0.2038
H 2.24 -0.22 1.01 0.0829
C 0.49 -0.28 -0.18 -0.5446
H 2.67 -0.92 -0.60 0.1017
H 1.74 -1.96 0.55 0.0517
H -0.48 1.60 0.12 0.0702
H -3.54 -1.37 -0.05 0.0876
```

Values from the calculation:
Total charge: 0
Highest occupied orbital energy (spin up / spin down), eV: -9.0 / -9.2
Frontier orbital gap (spin up / spin down), Eh: 0.3333 / 0.3496
Spin multiplicity: 1


Entry d
The following is a quantum chemistry calculation of a structure of composition C4H8N2, from the OMol25 dataset.

Structure (XYZ):
```
14
Properties=species:S:1:pos:R:3:lowdin_charge:R:1
N -0.37 1.20 0.75 0.0572
H -1.50 -1.61 0.90 0.1365
C -1.47 -0.76 0.00 -0.1983
H -2.65 -1.10 -0.64 0.1801
N 0.50 0.48 -0.04 -0.4126
H 2.69 -0.04 -0.81 0.1394
H 2.07 1.91 0.27 0.1456
C -1.52 0.61 0.59 -0.2435
H -2.28 0.97 1.23 0.0786
C -0.12 -0.54 -0.90 -0.1958
H 2.20 -0.21 1.54 0.1428
H 0.81 -1.51 -1.18 0.1773
H -0.35 0.10 -1.98 0.1504
C 1.98 0.51 0.27 -0.1576
```

Values from the calculation:
Total charge: 0
Highest occupied orbital energy, eV: -7.7
Frontier orbital gap, Eh: 0.3060
Spin multiplicity: 1


Which of them is the least stable? Correct choice: entry d.


Entry a
The following is a quantum chemistry calculation of an isolated molecule of C4H8N2, from the OMol25 dataset.

Structure (XYZ):
```
14
Properties=species:S:1:pos:R:3:lowdin_charge:R:1
H 2.07 -0.91 -0.80 0.0194
C -1.46 0.01 0.71 -0.1805
H 2.15 1.51 0.14 0.0889
N 0.19 1.63 -0.24 0.0579
N -1.17 0.99 -0.27 -0.1385
H -2.33 0.30 1.50 0.1499
C 1.48 -0.67 -0.06 -0.0502
H -2.23 -0.55 -1.38 0.0926
H -0.41 -0.59 -1.09 0.0597
C -1.39 -0.37 -0.74 -0.1064
H 2.04 -0.82 0.90 0.1028
H -0.79 -0.31 1.40 0.0463
C 1.28 0.89 -0.03 -0.1387
H 0.57 -1.12 -0.04 -0.0031
```

Values from the calculation:
Total charge: 0
Highest occupied orbital energy, eV: -8.9
SMILES: C/C=N\N1CC1
Frontier orbital gap, Eh: 0.3620
Spin multiplicity: 1


Entry b
The following is a quantum chemistry calculation of an isolated molecule of C4H8N2, from the OMol25 dataset.

Structure (XYZ):
```
14
Properties=species:S:1:pos:R:3:lowdin_charge:R:1
H 0.42 0.14 -1.94 0.0921
H 1.33 -1.86 1.54 0.1003
H 1.90 -0.92 0.09 0.0987
N 0.50 0.18 1.32 -0.0082
H 0.28 0.11 2.31 0.0903
C -0.81 -0.40 -0.85 -0.0763
H 0.83 1.16 -0.58 0.0858
H -1.86 1.31 -1.80 0.0970
H -1.03 -1.38 1.02 0.1331
C -0.29 -0.76 0.51 -0.3709
N 0.23 0.98 -1.39 0.0439
C -1.19 1.01 -0.99 -0.2474
C 1.12 -1.07 0.83 -0.1507
H -1.30 1.64 -0.10 0.1123
```

Values from the calculation:
Total charge: 0
Highest occupied orbital energy, eV: -8.0
Frontier orbital gap, Eh: 0.3324
Spin multiplicity: 1


Which of them is the least stable? Correct choice: entry a.


Entry a
The following is a quantum chemistry calculation of a cluster of 2 separate species, C4H8N2 in total, from the OMol25 dataset.

Structure (XYZ):
```
14
Properties=species:S:1:pos:R:3:lowdin_charge:R:1
H 2.03 -0.64 -0.08 0.0688
H 0.01 1.71 2.41 0.0401
H -0.12 1.42 -1.00 0.1131
H -0.30 1.24 1.93 0.0173
H 2.18 1.11 0.08 0.0746
N 0.11 -2.77 0.66 0.1623
N -2.04 -0.25 -0.26 0.0821
H -2.57 -1.11 -0.24 0.0876
C -0.65 -0.45 -0.26 -0.3922
C 1.75 0.31 -0.53 -0.0957
H -2.36 0.36 -0.99 0.0912
C 0.26 0.46 -0.63 -0.1444
C -0.22 -1.73 0.26 -0.1820
H 2.22 0.37 -1.52 0.0772
```

Values from the calculation:
Total charge: 0
Highest occupied orbital energy, eV: -8.8
SMILES: C/C=C(/N)C#N.[H][H]
Frontier orbital gap, Eh: 0.3586
Spin multiplicity: 1


Entry b
The following is a quantum chemistry calculation of a cluster of 2 separate species, C4H8N2 in total, from the OMol25 dataset.

Structure (XYZ):
```
14
Properties=species:S:1:pos:R:3:lowdin_charge:R:1
C -0.49 -1.52 1.13 -0.0616
H -1.38 -1.58 1.78 0.0828
C 0.83 1.30 -0.86 -0.2346
H -1.57 -1.20 -1.99 0.0416
H -0.97 -0.79 -1.81 0.0119
N 0.38 -0.01 -0.48 -0.0251
C -0.10 -0.19 0.67 -0.2909
H 0.47 -1.42 1.75 0.1187
H 0.43 1.56 -1.83 0.1175
H 1.90 1.29 -0.96 0.1205
H -0.42 -2.33 0.40 0.0783
N 0.22 3.26 0.74 0.1532
C 0.50 2.41 0.02 -0.2320
H -0.20 0.61 1.41 0.1197
```

Values from the calculation:
Total charge: 0
Highest occupied orbital energy, eV: -10.3
SMILES: C/C=N/CC#N.[H][H]
Frontier orbital gap, Eh: 0.4127
Spin multiplicity: 1


Entry c
The following is a quantum chemistry calculation of a cluster of 2 separate species, C4H8N2 in total, from the OMol25 dataset.

Structure (XYZ):
```
14
Properties=species:S:1:pos:R:3:lowdin_charge:R:1
H 0.36 1.88 -0.02 0.0687
H -2.19 -0.70 0.46 0.0848
H 1.10 -1.36 -2.24 0.0628
C 1.98 -0.40 -0.58 -0.3594
C 1.35 -0.41 -1.78 0.0403
H -1.40 1.56 -0.05 0.0861
N 2.14 -0.34 0.60 0.1632
C -0.45 1.29 0.44 -0.1613
H -0.98 -1.96 0.86 0.0722
C -1.21 -0.89 0.93 -0.1455
H -1.31 -0.61 1.99 0.0828
H 1.34 0.48 -2.40 0.0629
H -0.54 1.57 1.50 0.0845
N -0.18 -0.12 0.29 -0.1422
```

Values from the calculation:
Total charge: 0
Highest occupied orbital energy (spin up / spin down), eV: -9.1 / -8.9
Frontier orbital gap (spin up / spin down), Eh: 0.3041 / 0.3297
Spin multiplicity: 1


Which of them is the least stable? Correct choice: entry c.


Entry a
The following is a quantum chemistry calculation of a cluster of 2 separate species, C4H8N2 in total, from the OMol25 dataset.

Structure (XYZ):
```
14
Properties=species:S:1:pos:R:3:lowdin_charge:R:1
C 1.54 -0.85 0.39 -0.0354
H 1.43 0.37 -1.36 0.0686
H 1.01 0.72 1.49 0.1669
H -2.01 -0.04 -1.23 0.0874
H -1.79 -1.31 0.00 0.0881
C -0.51 0.40 0.22 -0.4071
H -0.62 -1.12 -1.32 0.0618
C -1.16 1.54 0.75 -0.2201
H 0.79 0.80 -1.36 0.0753
N 0.67 0.06 0.80 -0.0735
H 1.23 -1.62 -0.29 0.0609
H 2.53 -0.85 0.84 0.0695
C -1.26 -0.58 -0.63 -0.0693
N -1.69 2.49 1.16 0.1271
```

Values from the calculation:
Total charge: 0
Highest occupied orbital energy (spin up / spin down), eV: -7.8 / -7.8
Frontier orbital gap (spin up / spin down), Eh: 0.3036 / 0.3036
Spin multiplicity: 1


Entry b
The following is a quantum chemistry calculation of a cluster of 2 separate species, C4H8N2 in total, from the OMol25 dataset.

Structure (XYZ):
```
14
Properties=species:S:1:pos:R:3:lowdin_charge:R:1
C -0.61 1.07 -0.84 -0.0694
H -1.32 -1.40 -0.75 0.1097
H -0.21 2.06 -0.65 0.0670
C 0.16 -0.02 -0.54 -0.5407
H 1.83 1.14 0.14 0.0852
H 0.13 -2.01 -0.10 0.1100
C 1.57 0.10 -0.07 -0.0317
N -0.32 -1.28 -0.62 0.1217
H -1.34 0.99 -1.64 0.0724
H 2.17 -0.22 -0.93 0.0960
H -1.32 0.64 0.67 0.0594
H 1.82 -0.52 0.79 0.0865
C -1.32 0.03 1.76 -0.1707
N -1.22 -0.58 2.76 0.0046
```

Values from the calculation:
Total charge: 0
Highest occupied orbital energy, eV: -8.9
SMILES: C=C(C)N.C#N
Frontier orbital gap, Eh: 0.3591
Spin multiplicity: 1


Entry c
The following is a quantum chemistry calculation of an isolated molecule of C4H8N2, from the OMol25 dataset.

Structure (XYZ):
```
14
Properties=species:S:1:pos:R:3:lowdin_charge:R:1
C 0.13 0.85 1.04 -0.2928
N 1.05 -0.10 -0.92 -0.0576
C 0.02 -1.00 -0.95 -0.1389
H 0.05 1.93 1.32 0.1173
H -0.25 -1.63 -1.79 0.0935
C -1.02 -0.92 0.07 -0.2543
H -0.95 -1.60 0.92 0.1106
H -2.02 -1.19 -0.45 0.1410
H -1.47 1.02 -0.08 0.0999
N -1.12 0.43 0.62 -0.0822
C 1.42 0.61 0.19 -0.1229
H 0.46 0.32 2.07 0.1369
H 2.06 1.39 -0.24 0.0755
H 1.63 -0.11 -1.81 0.1741
```

Values from the calculation:
Total charge: 0
Highest occupied orbital energy, eV: -6.6
Frontier orbital gap, Eh: 0.2747
Spin multiplicity: 1


Which of them is the least stable? Correct choice: entry c.


Entry a
The following is a quantum chemistry calculation of a structure of composition C4H8N2, from the OMol25 dataset.

Structure (XYZ):
```
14
Properties=species:S:1:pos:R:3:lowdin_charge:R:1
H -2.01 1.82 -2.01 0.1123
H 3.04 -0.86 2.10 0.0485
C -1.91 1.00 -1.16 -0.1605
C -0.50 1.04 -0.75 -0.3482
H -2.17 -0.08 -1.47 0.0949
H 0.00 1.20 -1.68 0.0952
C 2.30 -1.68 1.80 0.0161
H -0.27 1.89 -0.07 0.1259
N 1.35 -0.63 -0.24 -0.0303
C 0.07 -0.17 -0.13 -0.1745
H -0.88 -0.65 0.74 0.2015
N 1.35 -1.74 0.63 -0.1081
H 2.33 -2.43 2.63 0.0386
H -2.71 1.30 -0.37 0.0886
```

Values from the calculation:
Total charge: 0
Highest occupied orbital energy, eV: -9.3
Frontier orbital gap, Eh: 0.3504
Spin multiplicity: 1


Entry b
The following is a quantum chemistry calculation of an isolated molecule of C4H8N2, from the OMol25 dataset.

Structure (XYZ):
```
14
Properties=species:S:1:pos:R:3:lowdin_charge:R:1
C -1.19 -0.23 1.66 -0.0349
C -1.06 -0.17 0.17 -0.5491
H 2.76 0.37 -1.10 0.0687
H -0.30 0.18 2.15 0.0711
H 1.01 2.02 -1.19 0.1049
H -1.58 -0.88 -1.54 0.0486
N -0.40 0.92 -0.32 0.0944
N -1.69 -1.01 -0.54 0.1300
H 1.51 -0.76 -1.63 0.0818
H -2.05 0.36 1.97 0.0800
H -1.35 -1.26 1.96 0.0755
H 1.82 -0.57 0.08 0.0802
C 1.78 -0.03 -0.86 -0.0596
C 0.75 1.04 -0.80 -0.1916
```

Values from the calculation:
Total charge: 0
Highest occupied orbital energy, eV: -9.2
SMILES: [H]/N=C(C)\N=C/C
Frontier orbital gap, Eh: 0.3736
Spin multiplicity: 1


Which of them is the least stable? Correct choice: entry a.